{
  "formula": "C5H10O2",
  "method": "ωB97M-V/def2-TZVPD",
  "symbols": ["O", "O", "C", "C", "C", "C", "C", "H", "H", "H", "H", "H", "H", "H", "H", "H", "H"],
  "xyz": [[-1.519, 1.474, -1.830], [-0.605, -1.249, 0.481], [-0.217, -2.197, 1.447], [0.413, 0.511, -0.837], [1.562, -0.275, -0.372], [-0.219, 1.077, -1.846], [0.269, -0.167, 0.442], [-1.122, 3.130, 0.000], [-0.960, -2.997, 1.425], [-1.923, 1.111, -1.027], [0.777, -2.611, 1.224], [-0.192, -1.751, 2.453], [0.317, 0.403, 1.376], [0.262, 1.278, -2.798], [-1.040, 3.251, 0.729], [2.447, 0.232, 0.009], [1.752, -1.222, -0.875]],
  "forces_ev_per_a": [[-0.122, -0.194, 0.143], [-0.038, 0.025, -0.052], [0.032, -0.238, 0.221], [-0.153, 0.061, -0.213], [0.224, -0.083, -0.072], [0.322, -0.079, 0.034], [0.006, 0.231, 0.070], [0.019, 0.043, 0.085], [0.131, 0.082, 0.042], [0.001, 0.131, -0.143], [-0.150, 0.051, 0.020], [-0.017, -0.078, -0.123], [0.005, -0.076, -0.171], [-0.064, 0.079, 0.116], [-0.011, 0.006, -0.036], [-0.150, -0.076, -0.040], [-0.035, 0.113, 0.116]],
  "homo_ev": -8.87,
  "smiles": "CO[C@H]1C/C1=C/O.[H][H]",
  "relative_energy_ev": 4.3757,
  "total_energy_ha": -346.86463,
  "spin_multiplicity": 1,
  "lumo_energy_ev": 1.02
}


{
  "formula": "C5H10O2",
  "method": "ωB97M-V/def2-TZVPD",
  "symbols": ["O", "O", "C", "C", "C", "C", "C", "H", "H", "H", "H", "H", "H", "H", "H", "H", "H"],
  "xyz": [[-0.064, -0.386, -1.175], [-1.057, -0.461, 0.870], [0.995, -0.470, -0.232], [-2.267, 0.577, 0.177], [0.300, -0.023, 1.059], [2.150, 0.405, -0.677], [-1.196, -0.964, -0.603], [-1.037, -2.056, -0.505], [1.809, 1.437, -0.810], [-2.212, 1.242, 1.056], [-2.033, 1.124, -0.732], [-3.230, 0.081, 0.128], [2.548, 0.048, -1.631], [0.700, -0.494, 1.963], [0.317, 1.068, 1.176], [1.318, -1.519, -0.126], [2.959, 0.392, 0.062]],
  "forces_ev_per_a": [[-0.070, -0.001, -0.104], [-0.042, -0.011, 0.101], [0.193, 0.013, 0.167], [-0.287, 0.376, 0.129], [0.132, 0.089, -0.003], [-0.001, 0.008, -0.003], [0.123, -0.355, -0.124], [0.019, 0.137, -0.034], [0.037, -0.135, 0.032], [0.033, -0.104, -0.104], [0.034, -0.150, 0.106], [0.181, 0.050, 0.005], [-0.057, 0.038, 0.145], [-0.085, 0.043, -0.137], [-0.011, -0.122, -0.040], [-0.076, 0.128, -0.039], [-0.124, -0.005, -0.099]],
  "homo_ev": -7.07,
  "relative_energy_ev": 6.6427,
  "total_energy_ha": -346.78132,
  "spin_multiplicity": 1,
  "lumo_energy_ev": 0.95
}


{
  "formula": "C5H10O2",
  "method": "ωB97M-V/def2-TZVPD",
  "symbols": ["O", "O", "C", "C", "C", "C", "C", "H", "H", "H", "H", "H", "H", "H", "H", "H", "H"],
  "xyz": [[-1.435, 0.945, 1.368], [0.459, -0.794, -0.647], [-0.019, 1.031, 1.102], [0.924, -1.021, -1.955], [-1.674, 0.421, 0.054], [0.718, -0.098, 1.757], [-0.203, 0.559, -0.353], [-2.007, -0.622, 0.072], [-2.383, 1.038, -0.507], [0.059, -1.105, -2.608], [0.436, -1.041, 1.204], [1.474, -0.131, -2.251], [1.551, -1.927, -2.080], [0.359, 2.050, 1.309], [1.804, 0.049, 1.681], [0.399, -0.152, 2.792], [0.031, 1.274, -1.144]],
  "forces_ev_per_a": [[0.091, 0.132, -0.249], [-0.816, 1.632, 0.716], [0.551, -0.686, -0.238], [-0.460, 0.855, -0.416], [-0.199, -0.180, -0.464], [-0.020, -0.724, 0.555], [0.405, -1.426, -1.110], [-0.008, 0.131, 0.008], [0.016, -0.076, 0.043], [-0.059, -0.194, -0.487], [0.525, 1.002, 1.320], [0.441, -0.048, -0.470], [-0.411, 0.555, 0.687], [-0.051, -0.511, -0.227], [-0.254, -0.157, 0.081], [0.222, -0.051, 0.319], [0.028, -0.254, -0.067]],
  "homo_ev": -9.63,
  "relative_energy_ev": 3.3616,
  "total_energy_ha": -346.90190,
  "spin_multiplicity": 1,
  "lumo_energy_ev": 0.99
}


{
  "formula": "C5H10O2",
  "method": "ωB97M-V/def2-TZVPD",
  "symbols": ["O", "O", "C", "C", "C", "C", "C", "H", "H", "H", "H", "H", "H", "H", "H", "H", "H"],
  "xyz": [[1.436, -0.636, -0.157], [-1.643, 1.482, 1.034], [0.356, -0.535, 0.694], [2.682, -0.116, 0.169], [-0.948, 0.080, -0.692], [-2.370, -0.299, -0.819], [-0.754, 1.108, 0.270], [-3.000, 0.602, -0.911], [2.428, 0.868, 0.548], [3.088, -0.647, 1.028], [0.131, 1.718, 0.046], [-0.343, -0.085, -1.585], [0.566, -0.184, 1.737], [3.569, -0.082, -0.479], [0.053, -1.566, 0.724], [-2.495, -0.935, -1.691], [-2.755, -0.773, 0.084]],
  "forces_ev_per_a": [[0.703, -0.787, -2.162], [0.402, -0.146, 0.473], [0.344, -1.760, -1.099], [0.313, 1.121, 2.775], [0.375, -0.226, 1.099], [-0.563, -0.786, 0.050], [-0.608, 2.249, -1.274], [0.408, -0.097, -0.050], [0.827, 0.754, -0.003], [0.014, -0.276, 0.387], [0.562, 0.136, 0.617], [0.353, 0.273, 0.735], [-0.446, 0.395, -1.084], [-1.300, -0.225, -1.059], [-1.083, -0.234, 0.583], [-0.297, -0.189, 0.102], [-0.002, -0.203, -0.090]],
  "homo_ev": -8.66,
  "relative_energy_ev": 5.0648,
  "total_energy_ha": -346.83930,
  "spin_multiplicity": 1,
  "lumo_energy_ev": 0.73
}


{
  "formula": "C5H10O2",
  "method": "ωB97M-V/def2-TZVPD",
  "symbols": ["O", "O", "C", "C", "C", "C", "C", "H", "H", "H", "H", "H", "H", "H", "H", "H", "H"],
  "xyz": [[-2.345, 0.987, 0.364], [1.810, 0.207, 1.186], [-0.520, 0.276, -0.436], [-2.008, -0.015, -0.610], [0.482, -0.859, -0.458], [1.882, -0.399, -0.093], [-0.999, 0.902, 0.876], [0.509, -1.313, -1.458], [-0.230, 1.064, -1.144], [-2.398, 0.175, -1.610], [-0.939, 0.184, 1.707], [-2.314, -1.013, -0.248], [2.689, 0.520, 1.426], [2.566, -1.262, -0.087], [2.248, 0.316, -0.848], [-0.598, 1.868, 1.188], [0.165, -1.639, 0.246]],
  "forces_ev_per_a": [[-0.084, -0.038, -0.006], [0.271, 0.116, 0.179], [0.128, 0.024, -0.079], [-0.039, -0.216, -0.317], [-0.020, -0.064, 0.052], [-0.006, -0.198, -0.384], [0.276, 0.094, 0.278], [-0.001, 0.057, 0.164], [0.010, -0.107, 0.144], [-0.342, 0.006, 0.121], [-0.018, 0.160, -0.050], [0.127, 0.178, -0.191], [-0.138, -0.026, 0.023], [-0.076, 0.149, 0.030], [-0.073, -0.085, 0.151], [-0.064, -0.119, -0.057], [0.046, 0.069, -0.060]],
  "homo_ev": -9.45,
  "relative_energy_ev": 2.3549,
  "total_energy_ha": -346.93889,
  "spin_multiplicity": 1,
  "lumo_energy_ev": 0.81
}


{
  "formula": "C5H10O2",
  "method": "ωB97M-V/def2-TZVPD",
  "symbols": ["O", "O", "C", "C", "C", "C", "C", "H", "H", "H", "H", "H", "H", "H", "H", "H", "H"],
  "xyz": [[-0.375, -0.702, -1.146], [0.141, -0.841, 0.233], [-1.870, 0.640, 0.045], [2.536, -1.032, -0.416], [-2.213, 1.954, 0.666], [-1.102, 0.468, -1.026], [1.345, -1.561, 0.354], [-0.853, 1.242, -1.751], [-1.607, 2.025, 1.583], [3.429, -1.567, -0.074], [-3.261, 2.034, 0.965], [1.524, -1.425, 1.430], [2.682, 0.037, -0.231], [2.414, -1.198, -1.488], [-2.043, -0.246, 0.652], [1.192, -2.631, 0.172], [-1.938, 2.803, 0.033]],
  "forces_ev_per_a": [[0.272, -0.056, 0.223], [-0.022, -0.037, 0.178], [0.108, 0.033, -0.062], [0.000, 0.050, -0.099], [-0.113, 0.117, -0.047], [-0.077, 0.202, 0.283], [0.177, -0.209, 0.001], [0.094, -0.169, 0.122], [-0.208, 0.091, -0.180], [-0.115, 0.098, -0.139], [0.065, 0.020, -0.081], [-0.053, -0.157, -0.159], [-0.049, -0.147, -0.043], [0.055, 0.059, 0.074], [0.035, 0.173, 0.009], [-0.033, 0.065, -0.107], [-0.135, -0.134, 0.027]],
  "homo_ev": -8.78,
  "smiles": "C/C=C/OOCC",
  "relative_energy_ev": 5.0487,
  "total_energy_ha": -346.83990,
  "spin_multiplicity": 1,
  "lumo_energy_ev": 1.12
}


{
  "formula": "C5H10O2",
  "method": "ωB97M-V/def2-TZVPD",
  "symbols": ["O", "O", "C", "C", "C", "C", "C", "H", "H", "H", "H", "H", "H", "H", "H", "H", "H"],
  "xyz": [[-0.024, 0.467, -0.826], [2.188, 0.714, 0.635], [0.544, -0.209, 1.474], [-1.005, 0.971, -1.699], [-1.184, -1.142, 0.603], [-0.496, 0.190, 0.488], [1.809, -0.648, 0.796], [-1.025, -1.424, 1.654], [-2.250, -1.141, 0.512], [1.692, 1.024, -0.146], [-0.817, -1.932, -0.033], [-0.508, 1.220, -2.640], [2.541, -1.097, 1.467], [-1.475, 1.875, -1.289], [1.769, -1.183, -0.161], [-1.792, 0.230, -1.890], [-1.133, 1.022, 0.827]],
  "forces_ev_per_a": [[0.239, 0.099, -0.054], [0.125, 0.547, -0.284], [0.419, 0.729, 0.053], [-0.205, 0.087, -0.154], [-0.788, -0.869, 0.822], [0.515, 0.242, -0.234], [-0.128, -0.335, 0.081], [-0.062, -0.530, -0.007], [-0.705, 0.378, -0.215], [0.140, 0.006, 0.171], [0.508, 0.034, -0.319], [-0.113, -0.048, 0.141], [-0.182, -0.117, -0.072], [0.059, -0.064, -0.043], [-0.073, 0.013, 0.132], [0.086, 0.039, -0.007], [0.165, -0.212, -0.012]],
  "homo_ev": -8.31,
  "relative_energy_ev": 5.6233,
  "total_energy_ha": -346.81878,
  "spin_multiplicity": 1,
  "lumo_energy_ev": 0.74
}


{
  "formula": "C5H10O2",
  "method": "ωB97M-V/def2-TZVPD",
  "symbols": ["O", "O", "C", "C", "C", "C", "C", "H", "H", "H", "H", "H", "H", "H", "H", "H", "H"],
  "xyz": [[2.740, -0.165, 1.026], [-1.942, -0.594, -0.471], [-1.910, 0.722, 0.030], [1.676, -0.549, 0.170], [0.315, -0.013, 0.487], [-0.688, -0.921, -0.913], [-0.445, 1.242, 0.161], [-0.453, 2.024, 0.930], [1.786, -0.354, -0.903], [1.517, -1.627, 0.287], [-0.664, -2.013, -1.082], [-2.476, 1.367, -0.642], [-0.118, 1.671, -0.784], [-2.407, 0.674, 1.004], [-0.586, -0.521, -1.976], [3.377, -0.896, 1.061], [0.279, -0.049, 1.615]],
  "forces_ev_per_a": [[0.086, 0.232, -0.198], [-0.605, 0.030, 0.125], [-0.294, 0.605, 0.179], [-0.361, -0.257, -0.791], [-0.501, -0.697, -0.669], [0.332, -0.108, 0.864], [-0.052, 0.078, -0.406], [0.271, -0.196, -0.091], [0.987, 0.058, -0.065], [0.254, 0.018, -0.143], [0.456, 0.275, 0.834], [-0.099, 0.198, 0.089], [-0.036, 0.164, -0.125], [0.021, 0.261, -0.016], [0.995, 0.344, 1.349], [-0.331, 0.406, -0.060], [-1.122, -1.411, -0.876]],
  "homo_ev": -8.92,
  "relative_energy_ev": 4.2532,
  "total_energy_ha": -346.86913,
  "spin_multiplicity": 1,
  "lumo_energy_ev": 0.85
}